162
Properties=species:S:1:pos:R:3 method="wB97M-V/def2-TZVPD" multiplicity=2 homo_lumo_gap_ha="0.2933 / 0.0740" total_energy_ev=-103390.77642 charge=+1 homo_energy_ev="-10.60 / -10.60" mol_weight_g_mol=1063.2
C -0.712 -4.375 1.244
C -0.986 -5.798 1.732
C 0.293 -6.173 2.487
O 0.989 -4.924 2.582
C 0.101 -3.816 2.371
H -1.539 -3.720 0.969
H -0.151 -4.320 0.311
H -1.097 -6.478 0.887
H -1.808 -5.812 2.447
H 0.966 -6.666 1.786
H 0.030 -6.691 3.410
H 0.576 -2.843 2.243
H -0.451 -3.793 3.310
C -1.343 5.143 2.295
C -1.786 6.563 1.931
C -2.989 6.254 1.135
O -2.614 5.102 0.345
C -1.824 4.253 1.122
H -1.682 4.817 3.278
H -0.260 5.099 2.408
H -1.113 6.917 1.150
H -1.973 7.320 2.694
H -3.343 7.062 0.496
H -3.859 5.940 1.711
H -1.102 3.771 0.464
H -2.418 3.385 1.410
C -6.083 -0.445 -3.185
C -4.620 0.025 -3.164
C -3.823 -1.065 -3.808
O -4.812 -1.996 -4.357
C -6.053 -1.883 -3.707
H -6.776 0.184 -3.743
H -6.411 -0.514 -2.148
H -4.226 0.274 -2.179
H -4.561 0.957 -3.728
H -3.144 -1.575 -3.125
H -3.235 -0.612 -4.606
H -6.079 -2.593 -2.881
H -6.785 -2.077 -4.491
C -1.145 -0.290 -0.428
C -0.377 0.801 0.428
C 0.874 0.126 1.027
O 1.098 -0.870 0.097
C 0.150 -0.876 -1.039
H -1.735 0.102 -1.257
H -1.694 -1.077 0.090
H -1.015 1.185 1.223
H -0.129 1.612 -0.258
H 0.651 -0.215 2.038
H 1.681 0.857 1.088
H -0.052 -1.887 -1.391
H 0.544 -0.250 -1.839
C 4.080 -1.292 2.817
C 5.053 -0.547 1.873
C 5.995 -1.613 1.380
O 6.115 -2.440 2.511
C 4.844 -2.621 3.119
H 3.156 -1.565 2.308
H 4.018 -0.732 3.750
H 5.694 0.090 2.483
H 4.610 0.002 1.043
H 6.986 -1.278 1.076
H 5.736 -2.221 0.514
H 5.010 -2.869 4.167
H 4.218 -3.386 2.659
C -4.525 -3.764 0.085
C -4.348 -3.077 1.368
C -4.693 -4.185 2.387
O -4.513 -5.431 1.709
C -4.133 -5.196 0.369
H -4.016 -3.355 -0.788
H -5.600 -3.709 -0.084
H -4.985 -2.197 1.456
H -3.323 -2.713 1.433
H -5.726 -4.042 2.704
H -4.026 -4.195 3.248
H -4.655 -5.849 -0.330
H -3.060 -5.388 0.365
C 8.746 1.276 -1.593
O 7.393 1.171 -1.257
C 6.552 0.554 -2.034
O 6.731 0.399 -3.218
O 5.402 0.290 -1.284
C 4.385 -0.492 -1.838
H 8.815 1.437 -2.668
H 9.280 0.365 -1.319
H 9.174 2.193 -1.188
H 3.723 0.047 -2.516
H 3.744 -0.793 -1.010
H 4.719 -1.393 -2.352
C 2.419 6.147 3.366
O 3.092 5.825 2.216
C 3.063 4.583 1.728
O 2.422 3.680 2.269
O 3.863 4.450 0.659
C 3.950 3.247 -0.089
H 2.270 5.249 3.966
H 1.442 6.610 3.229
H 3.060 6.829 3.924
H 4.155 2.453 0.628
H 4.781 3.198 -0.794
H 2.998 3.048 -0.582
C 3.394 1.019 9.067
O 2.680 0.762 7.851
C 2.853 1.715 6.926
O 3.654 2.632 6.929
O 2.396 1.134 5.761
C 2.662 1.830 4.537
H 2.894 0.451 9.851
H 3.290 2.066 9.352
H 4.362 0.540 8.921
H 3.642 1.545 4.155
H 2.741 2.909 4.665
H 1.896 1.494 3.838
C -4.212 4.295 -5.698
O -3.244 4.468 -4.657
C -2.344 3.576 -4.373
O -2.194 2.469 -5.026
O -1.652 4.022 -3.222
C -0.630 3.239 -2.717
H -4.574 5.247 -6.086
H -5.062 3.715 -5.339
H -3.787 3.665 -6.480
H 0.013 2.891 -3.525
H -1.035 2.267 -2.435
H 0.013 3.681 -1.955
C -3.910 0.599 1.985
O -2.968 -0.195 2.731
C -2.174 0.489 3.582
O -2.030 1.731 3.592
O -1.588 -0.381 4.377
C -0.685 0.070 5.345
H -3.513 1.415 1.380
H -4.662 0.930 2.701
H -4.484 -0.018 1.294
H -1.135 0.790 6.029
H 0.107 0.592 4.808
H -0.301 -0.768 5.926
C 4.178 0.901 -5.105
O 2.825 1.043 -4.567
C 1.836 0.481 -5.282
O 1.946 -0.057 -6.366
O 0.704 0.505 -4.538
C -0.469 -0.114 -4.935
H 4.990 1.292 -4.491
H 4.240 1.337 -6.102
H 4.475 -0.143 -5.201
H -0.416 -1.173 -5.188
H -1.031 0.379 -5.728
H -1.158 -0.195 -4.095
C -1.276 -3.857 -6.143
O -2.108 -4.130 -5.103
C -1.725 -4.096 -3.812
O -0.642 -3.647 -3.410
O -2.754 -4.569 -2.989
C -4.038 -5.010 -3.467
H -0.772 -2.890 -6.155
H -1.801 -3.900 -7.097
H -0.482 -4.602 -6.198
H -4.616 -5.582 -2.742
H -3.925 -5.625 -4.360
H -4.631 -4.142 -3.754